A structure of composition C33H18BrF5N3O3RuS2Se2, computed with ωB97M-V with the def2-TZVPD basis set.

Atoms and positions in Å:
Ru (-0.45319, -0.15257, -0.08357)
F (3.34156, 1.58093, 5.98926)
C (2.56318, 1.59232, 4.91257)
C (2.94072, 0.91804, 3.77314)
F (4.09218, 0.24696, 3.74780)
C (2.12028, 0.93154, 2.66519)
F (2.53739, 0.23702, 1.61071)
C (0.90764, 1.61788, 2.64062)
S (-0.20997, 1.75596, 1.28880)
C (0.56636, 2.29714, 3.80866)
F (-0.57036, 2.98656, 3.86549)
C (1.36969, 2.28356, 4.92786)
F (1.00118, 2.93920, 6.02850)
Br (-1.03866, 2.39799, -1.83576)
C (-2.87509, 1.94761, -1.77345)
C (-3.70180, 2.61507, -2.62585)
C (-5.09241, 2.41465, -2.54614)
C (-5.59878, 1.59518, -1.58337)
C (-4.75052, 0.89704, -0.69033)
C (-5.30951, 0.09099, 0.32790)
C (-4.50176, -0.58002, 1.19127)
C (-3.10407, -0.52884, 1.02973)
C (-2.50681, 0.22361, 0.05623)
C (-3.33063, 1.01642, -0.80235)
H (-3.28399, 3.31070, -3.34150)
H (-5.74723, 2.94219, -3.22869)
H (-6.67132, 1.47127, -1.47731)
H (-6.38872, 0.03157, 0.41034)
H (-4.91625, -1.17870, 1.99406)
H (-2.51277, -1.11906, 1.70511)
Se (-0.27116, -0.79043, -3.04562)
Se (1.48961, -1.94313, -1.12543)
C (2.38934, -0.30364, -1.44275)
C (3.65205, -0.16205, -2.00102)
C (4.15672, 1.11830, -2.15189)
C (3.40580, 2.20018, -1.71250)
C (2.16152, 1.96314, -1.15533)
N (1.66099, 0.73484, -1.04479)
C (-1.54070, -2.01681, -2.40142)
C (-2.34088, -2.79638, -3.23586)
C (-3.21876, -3.69176, -2.65855)
C (-3.25161, -3.80391, -1.27331)
C (-2.42959, -2.98853, -0.52628)
N (-1.60476, -2.09093, -1.07509)
H (4.20622, -1.03757, -2.30857)
H (5.12596, 1.27369, -2.60823)
H (3.77648, 3.21314, -1.79174)
H (1.54688, 2.77056, -0.77209)
H (-2.25365, -2.68150, -4.30692)
H (-3.86487, -4.30206, -3.27737)
H (-3.90842, -4.50762, -0.78004)
H (-2.43507, -3.04988, 0.55328)
O (0.18922, -3.63249, 0.70363)
C (-0.16504, -2.99271, 1.68141)
N (-0.02376, -1.63671, 1.89476)
S (-0.39367, -1.30444, 3.48778)
O (0.79815, -1.25945, 4.28921)
O (-1.30772, -0.20502, 3.60958)
C (-1.19812, -2.84396, 3.83315)
C (-1.94011, -3.24944, 4.92432)
C (-2.40540, -4.55930, 4.92579)
C (-2.11575, -5.42257, 3.87076)
C (-1.36475, -4.99178, 2.78331)
C (-0.91564, -3.68401, 2.78265)
H (-2.15559, -2.56938, 5.73965)
H (-3.00054, -4.91137, 5.75935)
H (-2.48221, -6.44136, 3.89900)
H (-1.13546, -5.64386, 1.94865)

The value obtained for the HOMO energy (alpha / beta) is -7.7 / -7.9 eV. Its net charge is 0. Its electronic energy is -10425.67753 Eh. The calculation puts the energy above the lowest of the compared OMol25 structures with the same formula, charge and spin at 13.09 kcal per mole. The multiplicity is 6. The HOMO-LUMO gap (alpha / beta) is 6.72 / 5.25 eV. Its expectation value of S² is 8.807.